## one
Here is a 14-piece molecular cluster, C56H77N7O21 overall from OMol25. Energies are from ωB97M-V/def2-TZVPD.

Cartesian coordinates (Å):
C -3.31798 2.45160 -6.04818
C -2.57478 2.66165 -4.72928
C -3.04698 1.80548 -3.55539
O -1.83024 1.45542 -2.92876
C -0.80367 1.64323 -3.74407
O 0.31815 1.31561 -3.51416
O -1.22281 2.17833 -4.91445
H -3.31996 1.40215 -6.34068
H -2.83038 3.04529 -6.81864
H -4.37017 2.73006 -5.96968
H -2.57087 3.71259 -4.43340
H -3.57431 0.91169 -3.89926
H -3.69756 2.31830 -2.84766
C 3.16302 3.60429 -3.38057
C 2.69403 4.51491 -2.26048
C 1.15498 4.54245 -2.01297
O 1.03611 3.80133 -0.79926
C 2.23442 3.62646 -0.23473
O 2.44104 2.97452 0.75173
O 3.21158 4.08634 -1.01256
H 4.25057 3.70359 -3.34998
H 2.75068 3.90876 -4.34092
H 2.92020 2.55336 -3.22172
H 2.90769 5.57182 -2.43222
H 0.69095 4.05341 -2.86758
H 0.83822 5.56903 -1.83871
C -5.11985 -1.02217 4.19484
C -4.11419 -0.01462 3.70746
C -4.12317 1.33240 4.40015
O -2.73827 1.59986 4.55686
C -1.99540 0.53140 4.22830
O -0.81362 0.55838 4.17048
O -2.78734 -0.53134 3.94511
H -4.83992 -1.51988 5.13181
H -5.26961 -1.90603 3.57418
H -6.06800 -0.56082 4.48056
H -4.14123 0.07347 2.61578
H -4.62926 1.24622 5.36502
H -4.70260 2.03786 3.80723
C 0.58897 3.55414 3.86193
C -0.29325 4.38517 2.96660
C -1.14189 5.48876 3.59074
O -1.04370 6.57905 2.70472
C -0.05513 6.34309 1.81674
O 0.31292 7.07006 0.94620
O 0.59141 5.22534 2.17272
H 0.01625 2.85237 4.46557
H 1.12253 4.22817 4.53376
H 1.27255 3.00992 3.21139
H -0.88367 3.77657 2.27828
H -0.77584 5.72429 4.59603
H -2.17943 5.17293 3.71626
C 7.23503 1.06943 -3.74437
C 6.01383 0.32348 -4.23331
C 6.13456 -1.19171 -4.00571
O 4.93602 -1.56090 -3.31298
C 4.20667 -0.42533 -3.11582
O 3.15721 -0.38270 -2.55091
O 4.92346 0.67828 -3.39607
H 7.03684 2.13274 -3.91134
H 8.12772 0.79664 -4.30613
H 7.37924 0.96023 -2.66985
H 5.88850 0.53026 -5.29928
H 6.99285 -1.32994 -3.34382
H 6.32246 -1.76571 -4.91059
C 4.17764 -1.83371 2.14480
C 4.26864 -1.19117 0.77355
C 4.60607 0.30407 0.69828
O 5.77813 0.36873 -0.10399
C 6.27843 -0.89333 -0.24837
O 7.38110 -1.18309 -0.60154
O 5.36199 -1.80028 0.04332
H 5.17075 -1.78490 2.59313
H 3.81004 -2.85354 2.03376
H 3.42411 -1.33362 2.75665
H 3.32901 -1.47856 0.29613
H 4.82709 0.67054 1.70377
H 3.80490 0.90002 0.26871
C 0.47727 -4.86858 -2.41750
C 1.36729 -3.68825 -2.75229
C 2.74049 -4.08199 -3.38636
O 2.78732 -3.24756 -4.52337
C 1.63689 -2.58950 -4.74504
O 1.45309 -1.83285 -5.64252
O 0.72971 -2.96231 -3.81666
H -0.40890 -4.53817 -1.87509
H 1.07038 -5.50700 -1.75452
H 0.17694 -5.46758 -3.27409
H 1.66384 -3.05200 -1.91759
H 2.72093 -5.13928 -3.65019
H 3.50139 -3.79918 -2.66404
N -1.98983 2.85311 -0.19743
C -2.15054 4.19772 -0.37499
C -3.05736 4.68183 0.54567
C -3.34112 3.58897 1.40654
C -2.66257 2.49622 0.92729
H -1.33414 2.24627 -0.66700
H -1.69247 4.76166 -1.17167
H -3.43024 5.68897 0.61283
H -3.94077 3.65458 2.30153
H -2.61800 1.46660 1.24537
N 0.37406 -0.73558 -1.06104
C 0.77714 0.31987 -0.27432
C 0.02792 0.25823 0.90081
C -0.82155 -0.86813 0.83600
C -0.60505 -1.41614 -0.41505
H 0.82994 -1.05064 -1.89996
H 1.47364 1.01346 -0.71035
H 0.13726 0.99003 1.68638
H -1.59437 -1.15682 1.53033
H -1.06178 -2.23352 -0.95479
N -0.18400 -2.89542 4.08226
C -0.05624 -3.11881 5.42147
C 1.21040 -3.64179 5.69905
C 1.86239 -3.65735 4.46503
C 1.00712 -3.22146 3.49242
H -0.99335 -2.58047 3.57937
H -0.89956 -2.93868 6.06920
H 1.56765 -4.09336 6.60804
H 2.85033 -4.05331 4.28564
H 1.20071 -3.07112 2.44267
N -6.04697 -1.85134 0.65441
C -6.09077 -0.50699 0.49574
C -5.11275 -0.15332 -0.40272
C -4.50087 -1.35149 -0.83562
C -5.12536 -2.39433 -0.21167
H -6.66776 -2.32173 1.28613
H -6.66110 0.22395 1.04684
H -4.82898 0.82180 -0.76449
H -3.76265 -1.40278 -1.62041
H -4.98635 -3.46230 -0.20770
N -1.86124 -1.98258 -5.50660
C -2.52676 -2.02884 -4.30826
C -3.83586 -1.65248 -4.53019
C -3.92106 -1.29753 -5.89107
C -2.73180 -1.60674 -6.48926
H -0.91263 -2.28469 -5.65282
H -1.99071 -2.34523 -3.42847
H -4.63753 -1.61262 -3.81117
H -4.78067 -0.87542 -6.38919
H -2.39735 -1.64101 -7.51288
N -3.12742 -6.19254 1.09558
C -1.92694 -5.61207 0.83860
C -1.78928 -4.47449 1.57678
C -2.99994 -4.34231 2.27850
C -3.79071 -5.43755 2.05495
H -3.55782 -6.99121 0.67222
H -1.25346 -6.10935 0.15489
H -0.95197 -3.80091 1.59737
H -3.19380 -3.55548 2.99659
H -4.77353 -5.77523 2.33706
N 1.96316 -0.67509 5.50875
C 2.05069 0.52248 4.86318
C 2.82814 1.38128 5.62986
C 3.26668 0.60551 6.73584
C 2.68681 -0.63238 6.65666
H 1.50785 -1.50973 5.17096
H 1.54038 0.63221 3.92285
H 3.06257 2.40727 5.40341
H 3.96320 0.97513 7.47235
H 2.85877 -1.50266 7.26784

Computed properties:
highest occupied orbital energy: -7.36 eV
LUMO level: 0.207 eV
M: 1184.26 g mol⁻¹

Here are the Mulliken charges for atoms 1 to 4, given in e: -1.37, 0.42, -0.21, 0.45

***

## two
Here is a 14-piece molecular cluster, C56H77N7O21 overall from OMol25. Energies are from ωB97M-V/def2-TZVPD.

Cartesian coordinates (Å):
C 0.57717 -2.66587 -4.67757
C 0.76563 -4.13292 -4.75130
C -0.47379 -4.87458 -5.28203
O 0.07173 -5.85345 -6.21629
C 1.31882 -5.55432 -6.50996
O 2.10974 -6.23767 -7.14656
O 1.62342 -4.45517 -5.87717
H 0.17234 -2.48136 -3.68250
H -0.13298 -2.16791 -5.33773
H 1.56163 -2.22062 -4.82140
H 1.17885 -4.55012 -3.83299
H -1.18312 -4.24810 -5.82283
H -0.93783 -5.36328 -4.42533
C -2.96108 -3.27701 -2.83826
C -3.57601 -2.23666 -3.79074
C -4.56303 -1.30215 -3.12027
O -4.16917 0.03302 -3.41772
C -2.98154 0.02305 -4.02390
O -2.26948 1.02998 -4.27363
O -2.58700 -1.30333 -4.15256
H -2.70954 -2.73434 -1.92702
H -1.96105 -3.60504 -3.12190
H -3.62987 -4.10801 -2.61404
H -3.88660 -2.77363 -4.68701
H -4.72893 -1.51114 -2.06344
H -5.58645 -1.40574 -3.48080
C -4.70036 3.15174 -0.71476
C -5.24056 3.73760 -1.98959
C -4.30712 3.76797 -3.22894
O -5.07286 2.98638 -4.18864
C -6.20972 2.55114 -3.64249
O -7.05109 1.91894 -4.26935
O -6.30490 2.93806 -2.36151
H -3.86472 3.70091 -0.28093
H -4.34906 2.15107 -0.96644
H -5.53423 3.13211 -0.01306
H -5.70079 4.69198 -1.73373
H -3.36741 3.29042 -2.95147
H -4.20258 4.82670 -3.46614
C 4.64155 -0.49965 7.06034
C 4.55890 -0.06448 5.61483
C 4.64377 -1.25125 4.63307
O 3.56073 -1.01267 3.79057
C 2.68159 -0.23042 4.34694
O 1.52936 0.11384 3.96541
O 3.23373 0.42585 5.40542
H 4.33556 0.28585 7.75134
H 5.60738 -0.88007 7.39284
H 4.04782 -1.37813 7.31305
H 5.29156 0.71602 5.40954
H 4.56765 -2.25553 5.04987
H 5.56055 -1.22176 4.04420
C -5.84951 -4.64902 2.80529
C -4.37352 -4.85031 2.72844
C -3.74481 -4.87123 1.35413
O -2.89678 -3.75629 1.31625
C -2.84058 -3.15391 2.54681
O -2.26524 -2.10888 2.77232
O -3.65631 -3.79279 3.42355
H -6.37511 -5.40463 2.22143
H -6.23027 -3.70491 2.41572
H -6.23100 -4.63544 3.82626
H -4.23318 -5.83321 3.17824
H -4.53521 -4.76486 0.61114
H -3.24758 -5.77551 1.00321
C 6.29700 1.61974 -0.06008
C 5.74024 0.62753 0.97184
C 4.17460 0.56589 0.75703
O 3.92861 -0.80023 0.52967
C 5.07322 -1.50994 0.56864
O 5.19923 -2.72101 0.43178
O 6.09818 -0.71281 0.67787
H 6.08278 1.37710 -1.10092
H 7.36878 1.65981 0.13429
H 5.96402 2.63272 0.16597
H 5.81021 0.93757 2.01447
H 3.79499 1.12698 -0.09689
H 3.76931 0.98317 1.67883
C 1.24978 -2.65871 2.02890
C 0.76498 -3.90145 2.74097
C 1.46738 -5.31579 2.43349
O 1.73834 -5.79212 3.75228
C 1.67863 -4.85164 4.64305
O 1.97182 -5.00795 5.85138
O 1.18431 -3.74894 4.04599
H 0.84552 -2.52169 1.02596
H 2.32823 -2.58965 1.88652
H 0.83948 -1.79436 2.55105
H -0.31550 -4.00653 2.64291
H 2.42749 -5.25207 1.92143
H 0.80918 -5.98421 1.87842
N -0.46882 3.27889 -0.50140
C -0.93430 3.48449 -1.75042
C -1.32967 4.75754 -1.93052
C -0.93895 5.40195 -0.72622
C -0.48738 4.48148 0.11718
H -0.19639 2.37681 -0.13789
H -0.94948 2.66926 -2.45864
H -1.78401 5.18305 -2.81308
H -1.04817 6.47033 -0.61203
H -0.08986 4.38265 1.11648
N 3.74798 4.18569 1.51062
C 4.69513 4.56002 2.42260
C 4.29417 4.02021 3.63272
C 3.12537 3.25956 3.44445
C 2.82986 3.39655 2.10986
H 3.75230 4.37142 0.51785
H 5.57508 5.11409 2.13091
H 4.77898 4.08265 4.59577
H 2.54113 2.68516 4.14811
H 1.99154 3.02461 1.53951
N -7.22179 -1.12619 -1.00920
C -6.66169 -2.10304 -0.28524
C -5.68384 -1.54873 0.55323
C -5.64465 -0.19470 0.19972
C -6.56373 0.11710 -0.74354
H -8.07182 -1.25106 -1.54019
H -7.09026 -3.09436 -0.28579
H -5.05650 -2.03066 1.28848
H -5.01755 0.50830 0.72786
H -6.87654 1.08272 -1.11252
N -1.12927 1.59679 4.81044
C -1.15749 2.47360 3.77280
C -2.20149 2.12430 2.89120
C -2.85832 1.03717 3.39803
C -2.18244 0.66792 4.56514
H -0.42225 1.53441 5.52900
H -0.38830 3.22477 3.87526
H -2.43588 2.52015 1.91408
H -3.71733 0.50459 3.01744
H -2.34543 -0.23045 5.14202
N -0.55173 0.37391 0.92945
C 0.74343 0.45120 0.53803
C 0.78825 0.40364 -0.85250
C -0.51309 0.04856 -1.30329
C -1.30754 0.17548 -0.17407
H -0.86892 0.31123 1.88630
H 1.59199 0.57132 1.19525
H 1.71291 0.47006 -1.40658
H -0.79685 -0.23260 -2.30670
H -2.38245 0.11440 -0.08895
N 3.33349 5.87932 -1.17735
C 2.66964 4.70217 -1.38803
C 3.58920 3.73682 -1.63718
C 4.86554 4.27846 -1.55956
C 4.66952 5.70027 -1.33879
H 2.84587 6.74948 -1.01875
H 1.59711 4.70576 -1.26132
H 3.50544 2.67200 -1.79697
H 5.79667 3.79141 -1.80891
H 5.31707 6.56447 -1.32348
N 4.73580 0.36204 -3.86051
C 3.39586 -0.06674 -3.62554
C 2.57265 0.79330 -4.19502
C 3.37171 1.81647 -4.69900
C 4.73609 1.56369 -4.43845
H 5.53667 -0.07306 -3.42533
H 3.30636 -1.03709 -3.15991
H 1.49988 0.68229 -4.25185
H 3.01405 2.73174 -5.14707
H 5.63915 2.08427 -4.72107

Computed properties:
highest occupied orbital energy: -7.87 eV
LUMO level: -0.040 eV
M: 1184.26 g mol⁻¹

Here are the Mulliken charges for atoms 1 to 4, given in e: -0.84, 0.43, -0.28, -0.39

***

Energies relative to the most stable structure are one 0.0; two 353.0, reported in kJ/mol.

***

## one
Here is a single H5NP4 molecule from OMol25. Energies are from ωB97M-V/def2-TZVPD.

Cartesian coordinates (Å):
N 1.96849 -1.34910 -1.14806
P 0.82826 1.02893 -0.27922
P -2.40874 1.26087 -0.35878
P 1.43244 -0.97239 0.32187
P -0.79057 1.02817 1.08897
H 1.81898 -2.27802 -1.37521
H -3.49855 1.55911 0.50470
H -1.80706 2.52845 -0.93506
H 0.29972 -1.64661 0.64385
H 2.15703 -1.15941 1.53694

Computed properties:
highest occupied orbital energy (spin up / spin down): -8.30 / -8.33 eV
LUMO level (spin up / spin down): -1.786 / -1.728 eV
M: 142.94 g mol⁻¹

Here are the natural (NBO) charges for atoms 1 to 4, given in e: -1.23, 0.01, 0.01, 0.98

***

## two
Here is a single H5NP4 molecule from OMol25. Energies are from ωB97M-V/def2-TZVPD.

Cartesian coordinates (Å):
P -3.03246 0.52307 -0.37972
P -1.89334 -1.09825 0.53450
N -0.08843 -0.08796 -0.05907
P 1.12236 -0.98614 -0.57238
P 2.72678 0.22346 0.48292
H -1.99091 1.60065 -0.09369
H -3.85451 0.97896 0.62795
H 0.94137 -2.18220 0.18660
H 2.27559 1.28989 -0.32855
H 3.79355 -0.26147 -0.39855

Computed properties:
SMILES: [PH2]#P=N[PH]#[PH2]
highest occupied orbital energy (spin up / spin down): -8.25 / -8.07 eV
LUMO level (spin up / spin down): -1.095 / -1.345 eV
M: 142.94 g mol⁻¹

Here are the natural (NBO) charges for atoms 1 to 4, given in e: -0.05, 0.41, -1.06, 0.68

***

Energies relative to the most stable structure are one 0.0; two 88.5, reported in kJ/mol.